Entry from the Open Molecules 2025 dataset: 2 unconnected molecules or ions with the total composition C3H7NO2 at a distorted geometry (the ωB97M-V functional and the def2-TZVPD basis).

Properties
E_HOMO   -9.1 eV
Electronic energy   -323.46994 hartree
Relative energy (zero: lowest compared OMol25 entry of this formula, charge and spin)   195.2 kcal/mol

Each atom is followed by the atoms it is bonded to, with distances in Å.
CARTESIAN COORDINATES (ANGSTROEM)
1 O -2.266 1.329 -0.128  C2 1.279
2 C -1.485 0.387 0.246  O1 1.279, N3 1.301, C6 1.526
3 N -0.801 0.341 1.352  C2 1.301, C4 1.425
4 C 0.549 0.760 1.172  N3 1.425, H7 1.085, H8 1.167, H9 1.072
5 O 2.017 -0.862 -0.772  H10 0.964
6 C -0.972 -0.640 -0.758  C2 1.526, H11 1.100, H12 1.182, H13 1.075
7 H 0.774 1.583 1.841  C4 1.085
8 H 1.265 -0.157 1.250  C4 1.167
9 H 0.696 0.945 0.126  C4 1.072
10 H 2.806 -1.329 -1.072  O5 0.964
11 H 0.122 -0.531 -0.786  C6 1.100
12 H -1.309 -0.203 -1.804  C6 1.182
13 H -1.396 -1.623 -0.666  C6 1.075

Atom charges from the Mulliken analysis, given in e for atoms 1 to 4: atom 1 (O): -0.554, atom 2 (C): 0.540, atom 3 (N): -0.105, atom 4 (C): -0.702